Computed, not measured: a structure of composition C16H26HfN4O4Sb in a non-equilibrium geometry, with ωB97M-V/def2-TZVPD.

Each line ends with the Löwdin charge.
Atoms and positions in Å:
Hf -0.8739 -0.3421 0.8665  1.63
C -1.2038 0.8946 4.2328  0.04
C -1.5170 -0.5368 3.9560  -0.33
N -1.2538 -1.1880 2.8044  -0.09
C -1.6892 -2.5236 2.9673  -0.09
C -2.1923 -2.6482 4.2042  0.01
N -2.0723 -1.3958 4.7947  0.17
H -1.2520 1.4872 3.3187  0.07
H -0.2044 0.9983 4.6599  0.12
H -1.9113 1.3354 4.9310  0.11
H -1.5907 -3.2712 2.1977  0.13
H -2.6119 -3.5022 4.7163  0.15
H -2.3697 -1.1765 5.7378  0.20
O 2.4031 1.8014 -3.9443  -0.05
C 3.1630 0.6476 -4.3063  -0.20
N 2.7697 -0.4127 -3.4159  0.10
C 3.5005 -0.7358 -2.3140  -0.43
O 4.6375 -0.4039 -2.0881  0.15
C 2.7614 -1.4423 -1.1964  -0.07
C 3.3672 -2.4772 -0.4865  0.10
C 2.7473 -2.9851 0.6472  0.03
C 1.5849 -2.4049 1.0899  -0.07
N 1.0130 -1.3621 0.4411  -0.12
C 1.5942 -0.9223 -0.7072  -0.08
H 2.7675 2.5612 -4.4157  0.11
H 4.2257 0.8168 -4.1783  0.14
H 2.9499 0.3523 -5.3282  0.14
H 1.8784 -0.8520 -3.5694  0.15
H 4.3160 -2.8740 -0.8333  0.16
H 3.1816 -3.8039 1.2043  0.14
H 1.1104 -2.7364 2.0013  0.12
H 1.1313 -0.0879 -1.2212  0.08
C -4.0298 -1.6201 -1.0427  0.08
C -2.8532 -1.0805 -0.3543  -0.53
O -2.9105 -0.2341 0.6176  -0.11
O -1.6241 -1.4343 -0.6530  -0.11
H -4.7923 -0.8473 -1.1465  0.13
H -4.4609 -2.4075 -0.4087  0.14
H -3.7534 -2.0593 -1.9981  0.12
C -1.9435 3.7499 0.0459  -0.25
Sb -0.5670 2.2078 -0.4037  1.29
C 1.3191 3.1536 -0.1865  -0.25
C -0.7647 1.9480 -2.5071  -0.23
H -1.7493 4.5393 -0.6776  0.04
H -1.7706 4.1212 1.0502  0.03
H -2.9627 3.3929 -0.0577  0.03
H 1.5305 3.6569 -1.1298  0.04
H 2.1081 2.4366 0.0228  0.01
H 1.2491 3.8814 0.6205  0.03
H 0.2270 2.0670 -2.9422  0.00
H -1.4279 2.7377 -2.8505  0.04
H -1.1838 0.9810 -2.7648  0.01

* LUMO level: -10.418 eV
* frontier orbital gap: 7.42 eV
* multiplicity: 1
* net charge: +3
* E_HOMO: -17.843 eV

***

Computed, not measured: a structure of composition C16H26ILaO5P2 in a non-equilibrium geometry, with ωB97M-V/def2-TZVPD.

Each line ends with the Löwdin charge.
Atoms and positions in Å:
C -0.0017 -0.2597 -6.5471  -0.03
C 0.0033 0.5726 -5.3229  -0.45
H 0.0020 0.3867 -7.4391  0.13
H -0.8965 -0.8920 -6.5580  0.11
H 0.8851 -0.9032 -6.5600  0.11
O 0.0201 1.7387 -5.1098  0.16
I -0.0281 -0.7583 -3.1714  0.66
La -0.0507 -1.1612 0.1149  1.53
P 2.5280 -0.0271 -0.2901  0.66
C 3.5489 1.2052 0.5816  -0.24
C 3.1720 -1.5877 0.4938  -0.28
H 4.2617 -1.6200 0.3052  0.07
H 4.4144 -0.2388 -1.8188  0.07
H 2.6932 -2.4930 0.0720  0.04
H 2.8525 -0.6119 -2.6438  -0.03
H 3.3046 1.2604 1.6512  0.06
H 2.9830 -1.6141 1.5860  0.06
C 3.3531 0.0303 -1.9082  -0.29
H 4.6144 0.9503 0.4437  0.07
H 3.2756 1.0563 -2.2976  0.06
H 3.3470 2.1933 0.1457  0.06
P -2.5258 0.0840 -0.4619  0.66
C -3.4528 1.3159 0.5046  -0.23
C -3.4472 0.0671 -2.0199  -0.28
H -2.5091 -2.4000 0.0637  0.03
H -4.0977 -1.6034 0.1244  0.07
H -2.9462 -1.4327 1.5027  0.06
C -3.0374 -1.4834 0.4005  -0.30
H -2.9958 -0.6017 -2.7635  -0.01
H -4.4961 -0.2195 -1.8572  0.07
H -4.5283 1.1019 0.4243  0.07
H -3.2520 2.3104 0.0911  0.06
H -3.4205 1.0729 -2.4650  0.07
H -3.1613 1.3433 1.5615  0.06
C 0.0682 1.3143 -0.2050  -0.32
O -0.0260 2.4614 -0.1940  0.14
O -0.9216 0.9787 4.7731  0.07
C -0.4906 -0.1671 5.3368  -0.24
C -0.4511 -0.1862 6.7455  0.01
C 0.0420 -1.3127 7.3882  -0.04
C 0.5022 -2.4047 6.6301  -0.07
C 0.4363 -2.4102 5.2304  -0.01
C -0.0482 -1.2835 4.5503  -0.08
C -0.0922 -1.2139 3.0792  -0.55
O 0.4688 -2.0906 2.3279  -0.20
O -0.7241 -0.2409 2.5002  -0.17
H -0.9209 0.7873 3.7865  0.08
H -0.7560 0.6872 7.3326  0.13
H 0.0811 -1.3417 8.4825  0.12
H 0.9296 -3.2897 7.1259  0.12
H 0.7739 -3.3103 4.7017  0.12

* LUMO level: -7.400 eV
* frontier orbital gap: 5.34 eV
* multiplicity: 1
* net charge: +2
* E_HOMO: -12.744 eV

***

Computed, not measured: a structure of composition C16H26N10O2TeZr, with ωB97M-V/def2-TZVPD.

Each line ends with the Löwdin charge.
Atoms and positions in Å:
Zr -0.0833 0.4136 -0.1224  1.53
C 4.1285 1.2058 1.5078  0.02
C 2.8962 0.9547 0.7120  -0.23
N 1.7072 0.9226 1.2071  -0.05
C 1.4508 1.0624 2.6553  -0.15
C -0.0421 0.8466 2.9801  -0.17
N -0.5542 -0.2125 2.0885  -0.21
C -1.9268 -0.7678 2.2357  -0.16
C -2.9485 -0.1078 1.3067  -0.15
N -2.3892 0.2424 -0.0309  -0.16
C -2.8322 -0.4450 -1.2873  -0.14
C -1.8620 -1.5148 -1.7858  -0.23
N -0.4151 -1.1342 -1.6673  -0.55
C 0.2315 -0.5295 -2.8742  -0.54
C 0.1024 -1.3245 -4.1516  0.03
C 1.6851 -0.1967 -2.5127  -0.21
C 2.8024 -0.3043 -3.3290  0.06
C 4.0330 0.0652 -2.8077  0.02
C 4.1437 0.5227 -1.4944  0.05
C 2.9908 0.6115 -0.7400  -0.19
N 1.8154 0.2665 -1.2777  -0.06
H 3.9356 1.8605 2.3547  0.09
H 4.9180 1.6416 0.9012  0.09
H 4.5001 0.2531 1.8991  0.13
H 1.7625 2.0445 3.0161  0.13
H 2.0516 0.3182 3.1843  0.14
H -0.6151 1.7576 2.8180  0.10
H -0.1409 0.5733 4.0329  0.14
H 0.0773 -1.0055 2.1664  0.05
H -2.2728 -0.7058 3.2693  0.13
H -1.8395 -1.8241 1.9795  0.11
H -3.3003 0.8255 1.7479  0.12
H -3.8162 -0.7618 1.2083  0.13
H -2.6420 1.2162 -0.1751  0.08
H -2.9193 0.3388 -2.0368  0.13
H -3.8178 -0.8947 -1.1518  0.14
H -2.1127 -1.7473 -2.8190  0.12
H -1.9960 -2.4311 -1.2171  0.07
H 0.5733 -2.3004 -4.0323  0.11
H 0.5790 -0.7922 -4.9728  0.11
H -0.9406 -1.4565 -4.4242  0.09
H 2.7244 -0.6825 -4.3374  0.13
H 4.9209 -0.0181 -3.4196  0.13
H 5.1100 0.7836 -1.0887  0.13
O -0.4522 0.6965 -3.0848  -0.06
O -0.5080 1.4226 -1.8518  -0.34
N -2.9439 5.1649 0.4075  0.17
N -1.7987 4.4028 0.4192  -0.25
N -0.6031 4.8945 0.1686  0.18
C 0.1437 3.8049 0.1944  -0.15
N -0.5887 2.7173 0.4675  -0.08
N -1.8422 3.1213 0.5874  0.10
H -2.6824 6.1074 0.1374  0.12
H -3.3711 5.1552 1.3279  0.12
H 1.2042 3.8057 0.0107  0.13
Te 0.6346 -2.4437 -0.3721  0.95

* LUMO level: -6.842 eV
* frontier orbital gap: 6.65 eV
* multiplicity: 1
* net charge: +2
* E_HOMO: -13.489 eV

***

Computed, not measured: a structure of composition C16H26N2O3 in a non-equilibrium geometry, with ωB97M-V/def2-TZVPD.

Each line ends with the Löwdin charge.
Atoms and positions in Å:
C -9.9127 -0.8643 -0.8328  -0.17
C -8.7029 -0.3906 0.0075  -0.31
C -7.3188 -0.4207 -0.6591  -0.28
C -6.3070 -0.0663 0.2677  -0.25
C -4.9591 -0.3483 -0.5010  -0.09
C -3.9238 0.2150 0.6314  -0.18
C -2.5807 0.0305 0.1048  -0.31
C -1.3971 0.6447 0.7483  -0.26
C -0.0532 0.4936 0.1335  -0.06
C 1.1477 0.8835 1.1658  -0.10
N 2.3602 0.9524 0.5931  0.00
C 2.9161 -0.3519 0.4729  0.21
C 4.2416 -0.9004 -0.1243  0.00
C 4.9348 0.4472 -0.6651  -0.30
O 5.9640 0.3055 -1.4085  0.01
N 4.1375 1.5337 -0.5266  0.20
C 3.0358 1.6801 -0.0185  -0.65
O 2.4478 2.8782 -0.0235  -0.02
H 4.7567 2.4556 -1.1861  0.35
C 4.7031 -2.0615 0.2159  -0.63
O 4.0366 -2.9567 0.5897  0.14
C 5.9395 -2.3020 -0.3775  -0.03
H 6.8157 -1.6399 -0.0454  0.14
H 5.9555 -2.1205 -1.4223  0.09
H 6.3132 -3.2715 -0.6224  0.09
H 2.5892 -1.2276 1.0796  0.15
H 1.0039 1.8091 1.3891  0.08
H 1.1106 0.5252 2.0764  0.10
H 0.0842 -0.6145 0.0727  0.14
H 0.0801 1.0232 -0.6152  0.04
H -1.4013 0.1533 1.7448  0.13
H -1.5674 1.6468 1.0048  0.10
H -2.2951 -0.8487 -0.3077  0.08
H -2.4812 0.6149 -1.0057  0.18
H -3.9323 -0.3448 1.5087  0.08
H -3.9955 1.5518 0.8799  0.22
H -4.7863 -1.2103 -0.7860  0.04
H -4.9588 0.4321 -1.0056  0.02
H -6.4065 -0.5710 1.2357  0.11
H -6.6510 1.1404 0.6534  0.20
H -7.2224 -1.6335 -0.7384  0.19
H -7.5938 0.1449 -1.3165  0.02
H -9.1316 0.6216 0.3041  0.11
H -8.9279 -1.1037 0.9624  0.15
H -10.0748 -0.2231 -1.9099  0.13
H -9.6594 -1.9754 -1.1872  0.10
H -10.8533 -0.8715 -0.3984  0.01

* LUMO level: -1.036 eV
* frontier orbital gap: 8.22 eV
* multiplicity: 1
* net charge: 0
* E_HOMO: -9.259 eV

***

Computed, not measured: the molecule C16H26N4O2S in a non-equilibrium geometry, with ωB97M-V/def2-TZVPD.

Each line ends with the Löwdin charge.
Atoms and positions in Å:
C -0.6383 3.9449 3.2391  -0.11
C 0.7383 3.4317 2.8386  -0.26
C 0.7618 2.9396 1.3902  -0.14
C -0.0687 1.7205 1.2165  -0.31
N -0.3368 0.8415 2.1373  0.09
N -1.1083 -0.1218 1.6068  0.06
C -1.3036 0.1831 0.3572  -0.60
S -2.2182 -0.7244 -0.8065  0.99
C -2.8329 -2.0878 0.2217  -0.34
C -1.9086 -2.6302 1.3087  -0.57
O -2.3686 -2.8461 2.4123  0.06
N -0.6523 -2.9510 0.9744  -0.06
C 0.0066 -2.8619 -0.3120  -0.18
C 1.2559 -3.7199 -0.1263  -0.16
C 1.6184 -3.4474 1.3318  -0.16
C 0.2558 -3.4120 2.0145  -0.13
N -0.6762 1.3571 0.0382  0.00
C -0.5700 1.9341 -1.2691  -0.09
C 0.7387 1.4892 -1.9554  -0.30
C 0.7951 1.9602 -3.4232  -0.12
C 1.0372 0.6677 -4.2083  -0.14
C 0.4943 -0.3905 -3.2492  -0.20
O 0.8443 0.0778 -1.9616  -0.12
H -0.6235 4.3046 4.2645  0.07
H -0.9505 4.7635 2.5922  0.07
H -1.3687 3.1436 3.1689  0.07
H 1.4766 4.2286 2.9511  0.10
H 1.0163 2.6030 3.4890  0.10
H 0.3980 3.7257 0.7219  0.11
H 1.7923 2.7070 1.1018  0.12
H -3.0823 -2.8796 -0.4884  0.09
H -3.7436 -1.7484 0.7160  0.09
H 0.2977 -1.8297 -0.5395  0.09
H -0.6421 -3.2267 -1.1124  0.12
H 1.0139 -4.7751 -0.2627  0.11
H 2.0476 -3.4462 -0.8206  0.11
H 2.1037 -2.4747 1.4162  0.11
H 2.2734 -4.2057 1.7552  0.11
H -0.0570 -4.4051 2.3556  0.13
H 0.2071 -2.7280 2.8639  0.13
H -0.5944 3.0251 -1.1962  0.14
H -1.4274 1.5889 -1.8540  0.11
H 1.5857 1.8604 -1.3660  0.15
H 1.5838 2.6923 -3.5799  0.11
H -0.1564 2.4103 -3.7069  0.11
H 0.5312 0.6563 -5.1700  0.11
H 2.1045 0.5113 -4.3647  0.11
H 0.9474 -1.3741 -3.3732  0.13
H -0.5972 -0.4819 -3.3371  0.10

* LUMO level: 0.473 eV
* SMILES: CCCc1nnc(SCC(=O)N2CCCC2)n1C[C@@H]1CCCO1
* frontier orbital gap: 8.67 eV
* multiplicity: 1
* net charge: 0
* E_HOMO: -8.193 eV

***

These records have relative energy (zero: lowest compared OMol25 entry of this formula, charge and spin) values of 0.00; 19.75; 142.96; 1813.98; 232.61 kJ/mol, in the order they appear.
These records have M values of 638.7; 626.1; 609.3; 294.4; 338.5 g mol⁻¹, in the order they appear.